The ion C4H7N2 with charge +1 at a distorted geometry. Source: OMol25; level of theory: ωB97M-V/def2-TZVPD.

Element x y z (Å)
N: -1.529 -0.588 0.761
N: -0.263 -0.438 -0.936
C: 0.403 0.219 0.086
C: -1.428 -0.906 -0.507
C: -0.419 0.167 1.165
C: 1.645 0.961 -0.203
H: -2.009 -1.656 -1.012
H: -2.190 -0.955 1.428
H: 2.504 0.339 -0.482
H: 0.047 -0.421 -1.900
H: -0.253 0.101 2.223
H: 1.527 1.490 -1.159
H: 1.965 1.687 0.536

Values from the calculation:
* total charge: +1
* electronic energy: -265.89145 a.u.
* SMILES: Cc1c[nH]c[nH+]1
* HOMO level: -0.5309 Ha
* energy relative to the best compared isomer or geometry (same formula, charge and spin): 10.7 kcal/mol

Here is what Mulliken gives for the atomic charges, in e: number 1, N, carries -0.02; number 2, N, carries -0.05; number 3, C, carries 0.61; number 4, C, carries -0.14; number 5, C, carries -0.41; number 6, C, carries -1.24; number 7, H, carries 0.38; number 8, H, carries 0.26; number 9, H, carries 0.35; number 10, H, carries 0.25; number 11, H, carries 0.34; number 12, H, carries 0.35; number 13, H, carries 0.34